Below is C42H30BrClIrN4O4PS2 as an isolated structure, with properties calculated with ωB97M-V/def2-TZVPD.

Atoms and positions in Å:
C  0.0968  4.5809  -3.0961
C  0.3120  2.3173  -2.3138
C  -2.2902  -0.6755  -3.6469
C  1.9447  -2.9555  1.3879
P  0.5693  1.4466  0.2572
C  0.6183  2.1758  1.9321
H  -1.4085  -0.2142  -4.0642
H  3.9188  -4.8022  2.2302
H  2.7938  -2.8842  2.0531
C  1.4187  1.9754  4.2112
H  0.3697  1.2597  -2.5334
H  0.3789  4.5218  0.2605
H  4.5040  -0.8083  -1.9080
O  -1.1473  -0.2908  -1.7136
N  -0.0091  -1.8942  0.5129
H  -3.7477  3.8186  -1.9734
H  -4.9673  4.5372  0.0432
C  -4.4171  -1.7331  -3.6734
H  -0.0096  5.2865  -3.9096
N  2.5044  -5.9886  -0.5783
C  3.7375  -5.4210  1.3627
S  3.0588  -8.0501  -2.2354
H  2.1897  0.8474  2.5802
O  4.2223  -7.7122  -3.0333
H  5.3383  2.5514  0.6160
H  -3.3958  1.2577  4.7059
C  -3.1547  1.9506  1.3515
C  0.3027  4.1279  -0.7403
C  -4.3813  -1.8066  -2.3083
C  0.3622  2.7629  -0.9920
C  -3.2815  -1.3100  -1.5833
H  0.4646  3.2321  5.6691
H  -1.0529  3.5213  1.7012
C  4.1838  -0.0300  -1.2292
C  -0.3643  3.4922  3.7087
H  0.1618  2.8575  -4.3767
H  -3.3329  -1.0781  -5.4407
C  1.0510  -1.9070  1.3302
C  -2.4564  1.5151  0.1764
C  -0.2120  -2.9717  -0.2551
C  -0.3155  3.1099  2.3729
Ir  -1.2257  -0.1146  0.2971
C  5.0966  0.8246  -0.6433
H  -2.1683  1.9425  -1.8871
C  3.3256  -7.0130  -0.7575
N  4.3505  -7.3157  0.0488
C  -3.5949  1.7493  3.7634
C  2.3464  1.0808  -0.0886
H  -1.1001  4.2222  4.0205
C  0.1846  3.2201  -3.3566
C  -2.9657  1.3657  2.6216
O  3.0362  -9.3919  -1.6944
H  0.4741  -4.8950  -0.9318
H  2.0906  1.5143  4.9232
H  -5.2682  -2.1209  -4.2157
C  1.4707  1.5994  2.8812
C  -2.6980  2.2141  -0.9817
C  -4.7280  3.4483  2.4952
O  1.7953  -7.5753  -2.7629
N  -2.2777  -0.7644  -2.2959
H  -5.0310  3.1361  4.5806
C  -3.3446  -1.1522  -4.3641
H  -1.0800  -2.9505  -0.8987
C  0.6375  -4.0547  -0.2695
C  0.1641  5.0299  -1.7874
C  4.6439  1.8460  0.1800
H  5.3644  -6.7811  1.7475
C  -4.0630  3.0412  1.3117
C  -4.5109  2.8190  3.6868
Cl  1.7815  -0.9274  -1.8867
C  0.5037  2.9335  4.6298
Br  -1.6569  -0.0286  2.7357
H  -5.1891  -2.2461  -1.7411
H  0.1124  6.0887  -1.5704
H  1.1985  -1.0203  1.9368
H  -5.4228  4.2771  2.4357
C  2.8245  0.1129  -0.9715
C  -3.5989  3.3021  -1.0329
C  2.7102  -5.1938  0.4657
C  4.5378  -6.5273  1.0909
S  -3.1785  -1.4178  0.1264
C  3.2931  1.9682  0.4417
H  6.1517  0.7084  -0.8511
C  1.7591  -4.0541  0.5556
H  2.9633  2.7801  1.0744
C  -4.2721  3.7076  0.0801

The lowest unoccupied orbital energy is -0.700 eV. The calculation puts the max |F| at 0.351 eV/Å. The calculation puts the energy above the lowest of the compared OMol25 structures with the same formula, charge and spin at 65.1 kJ/mol. As for the total charge: 0.

Below is a 9-piece molecular cluster, C44H79Cl16I2N4O overall, with properties calculated with ωB97M-V/def2-TZVPD.

Atoms and positions in Å:
I  0.5468  -3.5913  -7.9327
C  0.0229  -3.6362  0.0634
H  -0.5363  3.6368  -5.0206
H  -4.0856  -6.5470  1.9056
C  0.4459  3.6947  -4.5422
H  1.1650  3.8771  -5.3514
H  4.8481  7.6410  1.4673
C  9.4038  7.5141  5.8483
Cl  -2.1286  -8.4980  1.0520
C  -1.4057  5.8360  -0.0499
Cl  -0.2309  -7.7990  -7.0689
H  5.1512  9.2784  2.0537
C  -1.1415  -2.0108  5.2009
H  -1.2170  -1.0528  5.7130
H  -1.2260  -2.7295  -1.4161
C  2.3753  -3.5890  -0.3585
H  -3.1236  2.5873  8.8365
H  -2.9300  -8.3506  3.2510
H  -1.8442  0.7482  10.0107
H  -1.5002  3.3339  5.7228
Cl  -1.3718  4.1557  8.6746
C  2.0121  2.6636  -2.8866
Cl  -5.3541  -2.2947  1.8282
H  2.8320  3.1424  -3.4239
N  0.8334  -2.6007  -4.3809
Cl  -2.1108  -1.8747  3.7118
Cl  -1.0208  0.8865  7.8178
Cl  -0.5268  4.7351  -1.1483
C  1.3148  -3.9441  0.4807
C  0.6101  -1.7107  -5.3655
H  -7.0532  0.6350  3.2979
H  1.3219  1.7685  -4.6910
C  -0.8622  -5.2431  -3.5146
H  -0.2919  3.0648  4.4740
H  -3.3955  -5.9717  3.4252
Cl  0.8326  6.8895  1.0853
H  -0.4141  7.6071  -0.7864
C  -1.3076  1.3500  3.2459
H  10.5857  7.6009  4.0720
C  -1.3427  1.5347  9.4491
H  -0.6471  2.1237  -0.4963
H  3.2424  -0.3295  -5.7692
H  1.1380  -0.3234  -0.9933
H  -1.1609  4.7354  3.0384
C  -2.2133  2.7645  9.4043
H  1.4718  -4.4506  1.4262
C  -5.5511  -0.6500  2.4923
H  8.6381  6.9208  5.3500
C  0.1769  0.1792  -1.1729
H  -2.4887  3.0542  10.4171
N  0.6614  -1.9154  -3.2036
H  -0.1638  -1.1151  -7.2289
Cl  -2.2172  -5.1448  1.5710
C  4.9787  8.2478  2.3602
H  0.5348  4.5158  -3.8278
C  -3.1564  -6.3864  2.4469
H  -0.2813  -5.2435  -2.5880
C  0.0296  0.9691  1.1711
N  0.2673  -0.5351  -4.8486
C  1.1881  -4.0122  -4.5395
H  -0.3858  1.7380  9.9233
H  0.7311  -1.6239  4.2011
H  -1.9707  0.5469  2.8981
C  -6.9933  -0.3210  2.7802
C  -1.7219  -7.2046  -7.8485
H  -1.2922  7.8200  0.7301
Cl  0.5134  -3.9736  4.2616
C  -0.7567  2.0277  1.9790
Cl  -3.4016  -8.9039  -6.5218
H  -0.6888  -4.4659  -5.4857
H  -1.5637  5.3136  0.8908
C  0.8744  2.3542  -3.8832
H  -1.5989  -2.7709  5.8295
H  1.1423  1.9743  -0.3399
O  -2.1057  2.2047  4.0469
C  -2.9042  -7.2412  -6.9130
H  -3.4943  -3.0719  -0.9471
H  1.0365  0.8560  1.5857
C  3.7686  8.1806  3.2562
Cl  -7.9568  -0.1668  1.2891
H  2.9975  -2.6547  -2.1646
Cl  11.9690  8.4576  5.7583
H  3.9383  8.7001  4.1962
Cl  9.4884  6.9391  7.5329
C  -3.9044  -3.3943  -1.9143
H  11.0946  6.3413  5.2008
H  -2.6866  -6.7270  -5.9782
H  -1.5551  5.4504  4.5946
C  0.8421  -2.6246  -1.9693
Cl  6.4591  7.6971  3.1867
H  -2.3771  6.0266  -0.5036
C  -2.0814  -4.3066  -3.4796
H  -1.0078  1.4269  -4.1091
H  -4.9585  -3.6154  -1.7368
C  -1.7534  4.5881  3.9504
H  -1.4027  -7.4862  3.0535
C  0.3127  -0.6287  -3.4986
H  -3.7577  -6.7553  -7.3840
H  -0.8252  -3.9173  0.6908
C  0.3037  -2.3254  4.9145
H  -0.5879  -0.5280  -0.8383
H  -4.9718  -0.6101  3.4144
H  3.3911  -3.8150  -0.0480
H  -5.1171  0.0520  1.7839
C  10.7178  7.3586  5.1257
C  0.1910  1.4416  -0.3194
H  -1.7337  -3.2713  -3.3350
C  -0.2067  -2.9763  -1.1325
H  0.8799  -2.2734  5.8369
H  -3.8151  -5.3890  -2.7466
H  -1.6220  2.3316  1.3756
H  2.3325  1.7429  -2.3824
Cl  3.3032  6.5018  3.6335
H  -3.8125  -2.5418  -2.5954
C  -1.3583  3.2743  4.6397
H  0.3936  -5.8746  -5.2134
H  9.0783  8.5515  5.8635
H  1.6243  3.3150  -2.0960
H  -1.2669  -6.2588  -3.6389
H  -0.1458  2.9018  2.2218
H  3.1614  -2.1288  -5.8960
H  -2.5860  -4.2913  -4.4555
H  -1.8956  -7.8047  -8.7382
C  -0.6700  7.1332  0.1583
C  0.6681  -1.7235  -6.8798
H  -7.4580  -1.0810  3.4038
H  -0.8985  2.2525  -2.5784
H  1.7342  -4.4129  -3.6825
C  3.1784  -1.1846  -6.4475
H  -2.8007  4.5699  3.6353
I  1.4968  1.1096  -7.5940
H  -0.4930  0.9109  3.8470
C  1.9797  -1.0025  -7.3917
H  -0.5504  0.0400  1.2102
N  0.0661  0.3490  -2.6363
H  2.9169  8.6410  2.7566
H  1.8860  -4.0556  -5.3790
H  -1.5327  -6.1768  -8.1576
H  -2.5543  -5.0442  -1.5202
C  -3.1061  -4.6425  -2.3773
C  2.1387  -2.9391  -1.5581
H  4.0893  -1.1388  -7.0535
C  -0.3327  1.6255  -3.2679
C  -0.0162  -4.9602  -4.7798
H  2.1559  -1.3512  -8.4054
C  -2.3784  -7.6665  2.6081

The lowest unoccupied orbital energy is -2.202 eV. The calculation puts the max |F| at 1.746 eV/Å. As for the total charge: +1.

Below is the molecule C14H18N2O3, with properties calculated with ωB97M-V/def2-TZVPD.

Atoms and positions in Å:
H  1.2381  -1.1029  1.2493
C  1.0260  1.3193  0.2059
H  -2.5335  1.0291  -0.8889
H  -3.0612  -1.9256  1.4385
C  -3.3096  -1.8890  0.3772
C  3.5328  1.0237  -0.0281
N  -0.6062  1.9906  -1.5697
H  -4.3353  -0.3955  -0.9293
C  0.3545  0.9301  -1.1265
H  5.6879  0.7357  -0.1925
H  -0.7131  1.9452  -2.5800
H  -1.4919  2.3365  0.0598
C  -2.5080  0.3003  -0.0584
H  -4.4284  -0.1149  0.9092
O  0.2440  -1.4673  -1.5001
C  -2.2123  1.0480  1.2425
C  2.3097  0.5594  0.4283
H  5.5148  -1.6948  0.6095
O  -2.5001  0.6809  2.3555
H  1.2561  2.4337  0.1973
H  3.4729  -2.3811  1.7219
O  -1.7045  2.2736  0.9812
H  0.2781  1.1618  1.0026
N  -1.5020  -0.6310  -0.3768
H  1.1974  0.7636  -1.9234
C  -0.3239  -0.5232  -1.0533
C  4.6240  -1.0069  0.6247
H  -2.1865  -2.3120  -1.4163
H  -1.3059  -2.7154  0.0804
H  3.5025  1.9896  -0.4042
C  3.4248  -1.5235  1.0782
H  -3.9582  -2.7683  0.1215
C  -3.8455  -0.4917  0.0442
C  4.7123  0.2616  0.1299
H  -0.0973  2.8873  -1.4834
C  2.2497  -0.7446  1.0473
C  -2.0020  -1.9824  -0.3739

The lowest unoccupied orbital energy is 0.498 eV. The calculation puts the max |F| at 3.873 eV/Å. The calculation puts the energy above the lowest of the compared OMol25 structures with the same formula, charge and spin at 150.9 kJ/mol. As for the structure (SMILES): N[C@@H](Cc1ccccc1)C(=O)N1CCC[C@H]1C(=O)O. As for the total charge: 0.